Here is a 10-piece molecular cluster, C36H100N8O12 overall at a distorted geometry from OMol25. Energies are from wB97M-V/def2-TZVPD.

Geometry as XYZ:
```
156
Properties=species:S:1:pos:R:3:forces:R:3:lowdin_charge:R:1
C -5.62390 -1.71514 -0.10874 0.1 -2.2 -0.2 -0.047
O -4.83253 -2.92845 -0.27214 -0.5 1.0 0.1 -0.197
C -5.65261 -4.04737 -0.51990 1.4 -0.6 -0.8 -0.225
C -4.72622 -5.23940 -0.78859 0.9 -0.8 1.2 -0.464
C -3.83670 -5.11984 -1.99836 -0.3 1.1 -0.7 -0.055
N -5.53303 -6.45518 -0.86634 -1.0 0.0 0.8 0.029
H -5.99992 -1.66740 0.90412 -0.6 -0.2 0.3 0.080
H -6.40695 -1.79840 -0.87143 -0.1 0.7 0.3 0.094
H -5.01250 -0.85673 -0.19089 0.8 0.7 -0.6 0.046
H -6.31883 -4.25088 0.29937 -0.3 -0.2 0.7 0.117
H -6.25122 -3.97711 -1.41289 -0.5 0.7 -0.6 0.119
H -4.01934 -5.23379 0.04831 -0.1 -0.3 0.4 0.104
H -3.24953 -6.00464 -2.27659 -0.2 0.2 0.5 0.084
H -3.19686 -4.23153 -1.89486 0.1 -0.4 0.1 0.070
H -4.49491 -4.88585 -2.82151 -0.1 -0.1 -0.7 0.075
H -5.02551 -7.33054 -1.02277 -0.1 0.7 0.3 0.076
H -6.13590 -6.52821 -0.01817 0.8 -0.2 -1.0 0.083
C 1.61165 -1.72812 -5.67574 0.5 -0.1 0.2 -0.101
O 1.47059 -2.15462 -4.33381 0.7 -0.8 0.7 -0.231
C 2.51230 -3.12344 -3.96202 -0.8 0.4 0.6 -0.192
C 2.29482 -4.56655 -4.46447 -1.8 0.8 -0.8 -0.453
C 0.78457 -4.92701 -4.18520 1.4 1.8 1.2 -0.034
N 3.25189 -5.47396 -3.88287 1.6 0.5 1.9 0.017
H 1.92815 -2.60109 -6.22151 0.6 0.0 -0.8 0.073
H 2.27991 -0.85205 -5.78777 0.1 -0.6 0.1 0.096
H 0.66957 -1.45064 -6.10867 -0.8 0.2 0.2 0.079
H 3.49705 -2.69130 -4.19387 -0.1 -0.2 -0.1 0.118
H 2.45064 -3.27356 -2.85760 0.0 0.6 -0.5 0.118
H 2.42286 -4.61753 -5.56779 0.0 0.0 0.5 0.132
H 0.53098 -4.86341 -3.09359 0.4 -0.1 -0.7 0.084
H 0.55367 -5.87991 -4.53816 -0.4 -1.6 -0.6 0.045
H 0.17552 -4.16004 -4.66167 -0.1 -0.2 -0.1 0.070
H 3.12421 -5.55537 -2.84674 -0.6 -0.1 -1.0 0.087
H 4.16692 -4.96008 -3.83731 -0.7 -0.7 -0.7 0.088
C -2.46000 5.31909 2.11998 0.8 -0.5 -0.6 -0.118
O -3.43582 4.33988 1.82999 0.0 -0.9 0.6 -0.205
C -3.32035 3.11842 2.60224 -0.2 2.1 1.9 -0.198
C -4.55163 2.25556 2.38446 0.3 0.6 -1.5 -0.435
C -4.51588 1.06756 3.27373 0.0 -1.4 0.5 -0.082
N -4.63046 1.77015 0.98269 -0.6 0.9 -0.2 0.056
H -1.45932 5.02434 1.71389 -0.4 -0.2 0.7 0.076
H -2.39456 5.58383 3.19171 -0.1 -0.2 -0.4 0.091
H -2.67808 6.18169 1.50615 -0.5 0.4 0.2 0.080
H -2.36026 2.63081 2.41216 0.0 -0.3 -0.3 0.106
H -3.28879 3.40532 3.73131 0.0 -0.3 -1.6 0.147
H -5.45591 2.87425 2.60145 0.7 -0.4 -0.2 0.156
H -4.53301 1.28501 4.32646 0.2 0.5 0.5 0.073
H -3.63622 0.41643 3.10968 -0.3 0.3 -0.1 0.085
H -5.40264 0.45950 3.11901 -0.1 -0.2 -0.3 0.079
H -3.90948 1.08680 0.79248 0.1 0.1 0.0 0.028
H -4.57632 2.52967 0.27341 0.1 -0.7 1.0 0.066
C 4.83274 0.23898 3.27257 -0.2 2.8 0.6 -0.164
O 5.23332 -0.84742 2.53821 -1.4 -1.0 -0.1 -0.168
C 4.19416 -1.85859 2.58801 1.0 0.0 0.0 -0.183
C 4.53702 -2.88360 1.53551 -1.9 -0.5 -1.2 -0.444
C 4.49065 -2.31899 0.12566 0.8 0.3 -0.7 -0.055
N 3.62718 -4.00749 1.58838 0.7 -1.8 0.8 0.033
H 4.69145 0.01708 4.35336 0.1 0.1 -0.5 0.097
H 3.88269 0.76991 2.91296 0.7 -1.1 0.2 0.078
H 5.59131 1.05866 3.16161 -0.3 -0.9 0.3 0.101
H 4.16572 -2.38488 3.55894 0.3 0.4 0.0 0.128
H 3.17584 -1.44107 2.46063 0.4 0.1 -0.3 0.116
H 5.44574 -3.38574 1.72106 1.6 0.2 0.4 0.127
H 4.49298 -3.05372 -0.70798 0.4 0.0 0.9 0.085
H 5.31877 -1.60194 -0.05499 -0.6 -0.3 0.1 0.091
H 3.53805 -1.83327 -0.00097 -0.5 0.6 0.0 0.047
H 2.64437 -3.87795 1.51989 -0.8 0.7 0.1 0.023
H 3.83270 -4.57349 2.42221 -0.4 0.3 -0.6 0.083
C 4.76414 5.21061 -1.70567 0.6 0.8 -2.5 -0.064
O 3.62957 4.80585 -2.53111 2.9 -0.5 0.6 -0.197
C 2.45558 5.13084 -1.89505 -0.8 0.9 0.0 -0.245
C 1.31044 4.54190 -2.71928 -0.3 0.2 -0.4 -0.421
C 0.00317 4.97526 -2.10829 0.7 0.9 0.6 -0.056
N 1.44095 3.11983 -2.82070 1.1 0.6 1.8 0.105
H 4.73786 4.90957 -0.69426 -0.8 -0.4 1.3 0.058
H 4.86534 6.31270 -1.79097 -0.1 -0.5 0.3 0.100
H 5.71500 4.77469 -2.06812 -0.8 0.1 -0.4 0.100
H 2.53788 4.78698 -0.84210 -0.8 -0.1 -0.4 0.102
H 2.36032 6.23362 -1.87712 -0.1 -0.1 0.2 0.135
H 1.29821 4.97294 -3.74426 0.5 0.1 0.5 0.155
H -0.87565 4.61476 -2.62479 0.0 -0.4 0.0 0.054
H 0.05697 6.06001 -2.30392 -0.6 -0.1 0.8 0.092
H 0.03768 4.73592 -1.01487 -0.5 0.3 -0.8 0.085
H 0.60825 2.63157 -2.71731 -1.7 -0.9 -0.2 0.035
H 1.95908 2.83484 -3.59137 0.8 -0.7 -1.5 0.069
C -3.49699 -4.73241 2.68945 -0.1 0.2 0.8 -0.119
O -2.12080 -4.66603 3.01682 -0.7 1.1 0.0 -0.179
C -1.85459 -3.31216 3.42030 1.4 -1.7 1.3 -0.200
C -0.30379 -3.24096 3.59972 -1.3 1.9 -0.8 -0.368
C 0.01926 -1.84382 4.25399 0.1 -1.7 -2.3 -0.043
N 0.35870 -3.31994 2.28810 0.8 -2.6 1.1 0.051
H -3.71416 -5.70696 2.32888 -0.1 -0.9 -0.6 0.073
H -3.76578 -3.96349 1.97148 -0.1 0.0 -0.3 0.072
H -4.14342 -4.61108 3.57464 0.2 0.2 0.1 0.093
H -2.14631 -2.61388 2.66556 -0.3 0.5 -0.8 0.104
H -2.43457 -3.09064 4.34891 0.5 -0.1 -0.3 0.132
H 0.03265 -4.07881 4.22168 0.0 0.3 -0.1 0.140
H -0.35001 -1.00816 3.63427 -0.1 -0.4 0.3 0.067
H 1.08541 -1.80222 4.26012 0.8 0.4 0.4 0.053
H -0.41086 -1.87071 5.20413 -0.5 0.5 1.7 0.050
H 0.22265 -4.26122 1.85551 -0.1 1.4 0.4 0.104
H 0.12870 -2.59713 1.66213 -0.8 0.8 -0.8 0.013
C -0.73924 -2.21583 -1.46756 -1.5 0.7 -1.5 -0.099
O -1.38833 -1.65694 -0.33636 0.1 0.9 -0.1 -0.216
C -1.54152 -0.22980 -0.37862 0.9 0.1 -0.7 -0.140
C -0.12300 0.53088 -0.38436 -2.1 -1.8 -1.1 -0.413
C 0.71837 -0.08761 0.66080 1.0 0.3 1.2 -0.059
N -0.38064 1.94403 -0.29892 0.6 0.9 0.4 0.063
H -1.32209 -1.96886 -2.43356 0.8 -0.2 1.3 0.128
H -0.78694 -3.28664 -1.34532 0.2 -0.3 0.1 0.074
H 0.28446 -1.87231 -1.61445 0.1 0.0 0.1 0.066
H -2.18528 0.11316 -1.23447 0.7 -0.5 0.5 0.122
H -2.07289 0.01723 0.53970 0.1 0.1 0.3 0.102
H 0.32811 0.29718 -1.35451 0.0 0.3 -0.1 0.128
H 0.80775 -1.16204 0.55663 -0.2 -0.1 -0.1 0.059
H 0.34036 0.16078 1.67036 0.1 -0.2 -0.3 0.084
H 1.73364 0.29850 0.58233 0.0 0.0 0.2 0.046
H 0.49562 2.48672 -0.21711 -0.2 -0.5 -0.3 0.065
H -0.81245 2.12609 0.59915 -0.4 0.1 0.1 0.076
C 0.57119 3.21570 5.43895 -0.2 0.1 -1.5 -0.075
O 1.67957 3.31912 4.54526 0.1 0.3 0.7 -0.172
C 1.45009 2.80480 3.26506 0.2 -1.3 0.2 -0.235
C 2.46466 3.36096 2.31166 1.3 2.5 0.6 -0.435
C 2.16846 4.86565 2.09666 -1.0 -1.1 0.2 -0.040
N 2.46718 2.69536 1.03799 -0.2 -0.3 0.1 0.073
H 0.89324 3.18855 6.45699 0.5 0.1 0.5 0.080
H 0.03465 2.30978 5.21331 -0.3 -0.6 0.1 0.074
H -0.13896 4.03417 5.28000 0.1 0.2 0.1 0.087
H 1.41605 1.67346 3.28156 0.2 0.9 0.0 0.132
H 0.51959 3.14690 2.85497 -1.1 0.1 -0.1 0.102
H 3.48876 3.46171 2.74105 -0.5 -1.0 0.3 0.148
H 1.22514 4.99353 1.58369 -0.5 0.0 -0.3 0.062
H 2.90967 5.28512 1.47400 1.0 0.7 -0.6 0.051
H 2.09018 5.40332 3.02682 0.2 0.1 0.4 0.082
H 2.84821 1.77418 1.19202 0.1 -0.4 -0.2 0.045
H 3.14689 3.16243 0.46178 0.2 0.1 -0.5 0.065
O -3.33356 4.57060 -3.38789 0.7 0.4 -0.7 -0.054
C -3.36132 3.97327 -2.12162 -1.1 -0.5 0.9 -0.272
C -3.16885 2.48441 -2.33697 -0.8 0.3 0.7 -0.284
O -1.85913 2.16849 -2.63416 1.0 -0.8 -0.2 -0.090
H -3.55372 5.50269 -3.34321 0.0 0.1 0.2 0.089
H -2.61365 4.35246 -1.38059 -0.5 0.0 -0.6 0.114
H -4.39405 4.08595 -1.73696 0.4 0.2 0.4 0.120
H -3.78727 2.21208 -3.16765 -0.2 0.0 -1.0 0.115
H -3.69004 1.90132 -1.53802 1.0 0.3 0.1 0.098
H -1.28069 2.13290 -1.83057 -0.7 0.3 0.0 0.022
O 4.28080 -0.38582 -3.52118 -0.7 0.1 0.6 -0.084
C 3.16076 -0.14702 -2.60791 0.0 0.9 -2.3 -0.218
C 3.56966 0.92003 -1.60870 -1.0 0.1 -0.1 -0.253
O 4.30915 2.00112 -2.14458 0.8 -0.5 -0.1 -0.062
H 4.79828 0.43776 -3.57335 -0.4 -0.2 0.2 0.077
H 2.23661 0.09998 -3.20396 0.9 0.1 0.4 0.115
H 2.91954 -1.08878 -2.14141 0.1 -0.3 0.4 0.077
H 4.18960 0.35357 -0.94553 0.8 0.3 0.8 0.096
H 2.69002 1.30519 -1.08021 0.1 -0.2 0.0 0.078
H 3.79171 2.78261 -2.38315 -0.5 -0.2 0.1 0.043
```
Forces are in eV/Å.

Results
Total charge   0
SMILES   COC[C@H](C)N.COC[C@H](C)N.COC[C@H](C)N.COC[C@H](C)N.COC[C@H](C)N.COC[C@H](C)N.COC[C@H](C)N.COC[C@H](C)N.OCCO.OCCO
E   -2772.29267 Ha
Frontier orbital gap   9.2 eV
E_HOMO   -0.322 hartree
Energy relative to the best compared isomer or geometry (same formula, charge and spin)   243.5 kJ/mol